No. 1
A cluster of 7 separate species, C20H35Br2N2O17 in total, computed with ωB97M-V/def2-TZVPD.

CARTESIAN COORDINATES (ANGSTROEM)
N 29.38086 15.55643 -2.06387
O 30.26248 16.10889 -2.76160
O 29.67143 15.14790 -0.96566
O 28.25531 15.33954 -2.57836
C 25.06877 17.92141 4.55264
O 26.20159 18.60261 4.12845
C 27.44338 17.93436 4.29714
C 28.60040 18.84777 3.84490
N 29.98186 18.20630 3.76600
C 30.36698 17.35882 4.92801
C 30.48944 18.17216 6.26245
O 30.65440 17.30693 7.40146
C 30.78523 17.90537 8.70662
H 24.25250 18.60427 4.31707
H 25.01126 17.59582 5.59129
H 24.98626 16.99973 3.97662
H 27.48364 16.98640 3.76063
H 27.62096 17.68032 5.34215
H 28.64847 19.71552 4.50277
H 28.46061 19.35949 2.89269
H 30.15741 17.90661 2.81760
H 31.31621 16.93952 4.59448
H 29.78748 16.52273 5.31945
H 29.77006 18.95836 6.49155
H 31.39119 18.77242 6.14152
H 31.70170 18.48145 8.83438
H 30.76820 17.21594 9.55072
H 29.98693 18.62463 8.88960
Br 21.55733 16.34793 -0.45781
C 23.30050 17.07823 -1.10845
C 23.10245 17.91726 -2.34708
Br 22.38098 16.80166 -3.78743
H 24.03286 16.27926 -1.22419
H 23.67621 17.67238 -0.27543
H 24.11038 18.28512 -2.53910
H 22.47845 18.77969 -2.11273
C 30.62684 20.67302 -2.43337
C 30.58932 20.65307 -3.94267
O 29.25570 21.05515 -4.26539
C 28.51801 21.09532 -3.16521
O 27.28021 21.23700 -3.10881
O 29.28860 20.95897 -2.06105
H 31.27828 21.49395 -2.13372
H 30.89203 19.66282 -2.12148
H 30.85661 19.68606 -4.36876
H 31.20849 21.36872 -4.48358
C 25.07923 11.50183 -5.42794
C 25.93990 10.62633 -6.31456
O 25.25144 9.46489 -6.55887
C 24.08157 9.54589 -5.99724
O 23.23486 8.61281 -6.05736
O 23.92321 10.70279 -5.34479
H 24.88189 12.47127 -5.88548
H 25.58858 11.64831 -4.47546
H 26.92217 10.46184 -5.87162
H 25.91745 11.14626 -7.27230
C 32.11303 12.46306 -5.80834
C 33.49640 12.90833 -5.51668
O 34.01692 13.42404 -6.73582
C 33.25151 13.09389 -7.80894
O 33.51934 13.18377 -8.99855
O 32.10431 12.54195 -7.26234
H 31.34040 13.08114 -5.35103
H 31.97167 11.45373 -5.42187
H 34.13797 12.04178 -5.35674
H 33.48548 13.59775 -4.67248
C 35.28577 16.87300 -1.73944
C 34.89798 16.27660 -0.43801
O 35.67642 16.99679 0.46787
C 35.90227 18.17277 -0.06040
O 36.30283 19.12690 0.52646
O 35.52399 18.15864 -1.40343
H 34.43932 16.86899 -2.42618
H 36.12913 16.33185 -2.16840
H 35.16420 15.22042 -0.47923
H 33.83851 16.43608 -0.23755

Cartesian forces (eV/Å) of the 3 atoms listed first:
-0.280 -0.337 -2.500
0.390 0.722 -0.350
0.107 -0.571 2.384

Properties
- total charge = -1
- molecular weight (u) = 735.3
- electronic energy (eV) = -199175.00885
- HOMO (eV) = -5.20
- HOMO-LUMO gap (eV) = 7.16

Charges in e, computed with Mulliken, in the same order as the atoms:
1. N 0.935
2. O -0.639
3. O -0.638
4. O -0.650
5. C -0.730
6. O -0.320
7. C -0.209
8. C -0.933
9. N -0.292
10. C -0.646
11. C -0.437
12. O -0.332
13. C -0.750
14. H 0.245
15. H 0.289
16. H 0.314
17. H 0.333
18. H 0.255
19. H 0.245
20. H 0.457
21. H 0.285
22. H 0.374
23. H 0.298
24. H 0.314
25. H 0.371
26. H 0.300
27. H 0.263
28. H 0.305
29. Br -0.159
30. C -0.695
31. C -0.496
32. Br -0.143
33. H 0.403
34. H 0.354
35. H 0.364
36. H 0.373
37. C -0.145
38. C -0.328
39. O -0.346
40. C 0.714
41. O -0.604
42. O -0.320
43. H 0.251
44. H 0.286
45. H 0.244
46. H 0.244
47. C -0.236
48. C -0.298
49. O -0.304
50. C 0.694
51. O -0.619
52. O -0.293
53. H 0.246
54. H 0.260
55. H 0.283
56. H 0.266
57. C -0.222
58. C -0.231
59. O -0.344
60. C 0.675
61. O -0.545
62. O -0.337
63. H 0.278
64. H 0.215
65. H 0.251
66. H 0.256
67. C -0.267
68. C -0.342
69. O -0.309
70. C 0.657
71. O -0.532
72. O -0.339
73. H 0.286
74. H 0.251
75. H 0.300
76. H 0.292


No. 2
A structure of composition C20H35Br2N2O3Rb, computed with ωB97M-V/def2-TZVPD.

CARTESIAN COORDINATES (ANGSTROEM)
Rb 10.23032 -18.22051 18.47103
C 8.42624 -21.24862 19.24779
C 7.17498 -20.37335 19.04978
O 7.22313 -19.05398 19.42152
H 9.20040 -20.90973 18.55298
H 8.25980 -22.32821 19.23985
H 8.83847 -21.06088 20.25018
H 6.42951 -20.87614 19.73675
H 6.78077 -20.50966 18.01871
C 2.17885 -19.49211 19.66329
C 1.78604 -20.01233 21.03471
C 2.95283 -19.50132 21.91915
O 4.00604 -19.16458 21.01955
C 3.68582 -19.66017 19.74837
H 1.85112 -18.45620 19.54513
H 1.70997 -20.03959 18.84201
H 1.77774 -21.10219 21.10405
H 0.80234 -19.68470 21.37592
H 3.30258 -20.34126 22.52593
H 2.65746 -18.63987 22.51460
H 3.87018 -20.73910 19.61872
H 4.25006 -19.15256 18.96990
C 13.31461 -18.59501 21.64656
C 12.29059 -18.99787 22.71492
C 11.42700 -20.01584 21.96793
O 11.51594 -19.69918 20.56261
C 12.88414 -19.32406 20.38158
H 14.35320 -18.80271 21.91558
H 13.35700 -17.51185 21.50961
H 11.66728 -18.14028 22.96203
H 12.68747 -19.45859 23.61456
H 10.37387 -19.97791 22.23397
H 11.81012 -21.03178 22.10505
H 13.01691 -18.73782 19.45899
H 13.54733 -20.15681 20.10543
Br 4.31979 -24.87883 20.84156
C 5.89936 -23.72793 20.78465
C 6.26978 -23.24684 22.15363
Br 6.59907 -24.67961 23.44039
H 5.72817 -22.88448 20.11758
H 6.67077 -24.35267 20.34283
H 5.53199 -22.59768 22.61070
H 7.22777 -22.73317 22.10492
N 5.45998 -24.23729 15.49230
C 5.77034 -23.11345 16.21380
C 6.26669 -22.18945 15.33549
C 6.35523 -22.82108 14.06591
C 5.81907 -24.06926 14.18080
H 5.15920 -25.10915 15.88889
H 5.63602 -23.17251 17.28111
H 6.60620 -21.20578 15.61182
H 6.66460 -22.36612 13.13907
H 5.69238 -24.90212 13.51112
N 10.89260 -26.55833 18.09421
C 10.12675 -25.54398 18.60815
C 10.95993 -24.60220 19.12450
C 12.29627 -25.06863 18.94516
C 12.20830 -26.27992 18.32061
H 10.53236 -27.33935 17.57750
H 9.05321 -25.56514 18.53228
H 10.68303 -23.61899 19.46762
H 13.22015 -24.60249 19.24248
H 13.00774 -26.90902 17.96582

Cartesian forces (eV/Å) of the 3 atoms listed first:
-0.963 -0.291 0.381
0.400 0.922 0.610
-1.346 0.207 1.317

Properties
- total charge = 0
- molecular weight (u) = 596.8
- electronic energy (eV) = -171167.22702
- HOMO (eV) = -6.05
- HOMO-LUMO gap (eV) = 5.27

Charges in e, computed with Mulliken, in the same order as the atoms:
1. Rb 0.885
2. C -0.280
3. C 0.716
4. O -0.933
5. H 0.101
6. H 0.112
7. H 0.000
8. H -0.533
9. H -0.052
10. C -0.576
11. C -0.594
12. C -0.349
13. O -0.370
14. C -0.188
15. H 0.287
16. H 0.346
17. H 0.219
18. H 0.356
19. H 0.181
20. H 0.285
21. H 0.000
22. H 0.371
23. C -0.405
24. C -0.550
25. C -0.534
26. O -0.240
27. C -0.484
28. H 0.315
29. H 0.218
30. H 0.244
31. H 0.321
32. H 0.388
33. H 0.296
34. H 0.206
35. H 0.246
36. Br -0.144
37. C 0.002
38. C -0.312
39. Br -0.154
40. H -0.173
41. H 0.286
42. H 0.317
43. H 0.177
44. N -0.006
45. C -0.421
46. C -0.243
47. C -0.780
48. C -0.419
49. H 0.203
50. H 0.442
51. H 0.452
52. H 0.384
53. H 0.387
54. N 0.027
55. C -0.769
56. C 0.143
57. C -0.756
58. C -0.398
59. H 0.189
60. H 0.406
61. H 0.418
62. H 0.373
63. H 0.363


No. 3
A cluster of 4 separate species, C20H35BrClF13O5P2 in total, computed with ωB97M-V/def2-TZVPD.

CARTESIAN COORDINATES (ANGSTROEM)
C 1.72125 5.00591 0.76590
C 1.29727 3.54126 0.84381
Br 2.09534 2.79365 2.46123
C -0.21568 3.42038 0.70451
P -1.14233 1.98922 1.53283
C -0.01101 0.68552 0.81707
C -0.46724 0.29183 -0.62647
C 0.59018 0.46341 -1.67526
F 0.88952 1.78485 -1.78105
F 0.08641 0.09952 -2.87422
C 1.95716 -0.27170 -1.49382
F 2.44666 -0.57175 -2.70985
F 2.82397 0.57436 -0.90021
C 2.01495 -1.57822 -0.66007
F 1.98725 -1.31060 0.65275
F 3.22845 -2.12743 -0.91974
C 0.94599 -2.66980 -0.97425
F 0.27809 -2.42916 -2.10743
F 0.05107 -2.67152 0.03184
C 1.51177 -4.11235 -1.05024
F 2.21804 -4.40226 0.05186
F 0.42191 -4.91749 -1.06237
C 2.33402 -4.42366 -2.35570
F 3.48841 -5.01369 -2.00931
F 1.64320 -5.26278 -3.13934
F 2.60257 -3.31834 -3.05304
C -1.07921 2.85241 3.22962
C -2.40396 3.42693 3.67739
O -2.85531 4.43256 3.16144
Cl -3.19020 2.71468 5.08669
P -2.49969 0.44423 2.51719
C -2.97945 -0.80042 1.23123
O -1.55524 -0.45981 3.57744
H 1.14378 5.55391 1.50540
H 1.46586 5.42286 -0.19943
H 2.76128 5.14218 1.02442
H 1.77731 3.05220 0.01148
H -0.43394 3.36980 -0.35939
H -0.67886 4.34317 1.03795
H -2.28206 2.32465 0.74454
H -0.08583 -0.21608 1.40910
H 1.04421 0.93487 0.78079
H -1.26736 0.95880 -0.92601
H -0.91367 -0.68682 -0.64886
H -0.66454 2.17364 3.96431
H -0.43178 3.71031 3.16878
H -3.12625 -0.26062 0.30293
H -2.26417 -1.60807 1.12797
H -3.95178 -1.17278 1.51432
H -0.63424 -0.19763 3.49475
C -2.07590 -6.92734 -4.06559
C -1.41920 -7.45482 -5.32871
O -0.39970 -6.57774 -5.79963
H -2.50343 -5.94055 -4.24506
H -2.86777 -7.59611 -3.72491
H -1.34180 -6.82597 -3.26237
H -2.14892 -7.53836 -6.13211
H -0.99364 -8.44848 -5.15143
H 0.26064 -6.50133 -5.10621
C -5.34024 1.70061 -3.05277
C -4.73354 0.69109 -2.09783
O -3.72038 1.28208 -1.27859
H -4.56829 2.13131 -3.69065
H -6.09746 1.23507 -3.68428
H -5.80766 2.52034 -2.50237
H -4.25255 -0.11559 -2.64833
H -5.50691 0.25474 -1.45774
H -4.13523 1.99013 -0.77606
C 6.24133 3.38470 5.02772
C 4.79341 3.51740 4.59156
O 3.89840 3.07638 5.61093
H 6.46511 2.34942 5.28538
H 6.92134 3.70426 4.23662
H 6.43544 3.99253 5.91474
H 4.60018 2.89566 3.72048
H 4.56055 4.55449 4.32621
H 4.04413 3.62193 6.38748

Cartesian forces (eV/Å) of the 3 atoms listed first:
-0.478 -0.166 0.791
-0.045 1.015 -0.804
0.001 -0.187 0.216

Properties
- structure (SMILES) = C[C@@H](Br)C[PH](CCC(F)(F)C(F)(F)C(F)(F)C(F)(F)C(F)(F)C(F)(F)F)(CC(=O)Cl)P(C)O.CCO.CCO.CCO
- total charge = 0
- molecular weight (u) = 779.8
- electronic energy (eV) = -168013.01928
- HOMO (eV) = -7.41
- HOMO-LUMO gap (eV) = 7.82

Charges in e, computed with Mulliken, in the same order as the atoms:
1. C -1.667
2. C 0.380
3. Br -0.115
4. C -1.785
5. P 0.811
6. C -0.755
7. C -1.301
8. C 0.214
9. F -0.278
10. F -0.327
11. C 0.643
12. F -0.271
13. F -0.260
14. C 0.632
15. F -0.268
16. F -0.318
17. C 0.581
18. F -0.350
19. F -0.316
20. C 0.461
21. F -0.283
22. F -0.288
23. C 0.740
24. F -0.267
25. F -0.235
26. F -0.209
27. C -1.257
28. C 0.455
29. O -0.477
30. Cl -0.144
31. P 0.034
32. C -0.262
33. O -0.492
34. H 0.434
35. H 0.400
36. H 0.419
37. H 0.213
38. H 0.663
39. H 0.819
40. H -0.430
41. H 0.548
42. H 0.673
43. H 0.603
44. H 0.820
45. H 0.592
46. H 0.521
47. H -0.160
48. H 0.088
49. H 0.476
50. H 0.345
51. C -0.867
52. C -0.240
53. O -0.506
54. H 0.252
55. H 0.326
56. H 0.218
57. H 0.291
58. H 0.251
59. H 0.287
60. C -1.155
61. C -0.331
62. O -0.338
63. H 0.290
64. H 0.370
65. H 0.341
66. H 0.319
67. H 0.276
68. H 0.205
69. C -1.146
70. C 0.013
71. O -0.521
72. H 0.301
73. H 0.321
74. H 0.336
75. H 0.134
76. H 0.239
77. H 0.286


No. 4
A structure of composition C20H35ClN5O4PS3W, computed with ωB97M-V/def2-TZVPD.

CARTESIAN COORDINATES (ANGSTROEM)
W 0.56752 0.45670 0.07007
C -3.76081 1.82603 2.28100
C -2.52647 1.94162 1.46173
N -1.38157 1.17838 1.79552
N -1.47116 0.47541 2.83972
C -0.57428 -0.55994 2.99212
N -0.66082 -1.18952 4.14077
S 0.58824 -1.22121 1.83854
C -2.45203 2.77052 0.30120
C -3.39550 3.19132 -0.78473
C -3.29569 3.15445 -2.17306
C -2.39984 2.37975 -3.22882
C -1.92488 1.44930 -2.48899
N -1.21218 1.51066 -0.51861
H -3.53710 2.13691 3.30388
H -4.09456 0.78866 2.32838
H -4.55141 2.45666 1.88281
H -1.35054 -0.90073 4.82274
H -0.06985 -1.98404 4.33318
H -4.30137 3.66229 -0.41923
H -4.05623 3.72858 -2.68988
H -2.23880 2.68827 -4.24814
H 0.63814 1.38224 -1.45768
O -0.95286 -0.19128 -2.40919
Cl -1.74462 0.37082 -1.25823
O -3.18992 0.15972 -1.30976
O -1.13677 2.79260 -0.20478
O -1.40731 -0.61401 -0.22004
S 0.89863 -1.67131 -1.24055
C 2.18772 -1.51728 -2.35308
N 2.97283 -2.53191 -2.63426
C 3.96009 -2.35524 -3.70187
C 4.09849 -0.84693 -3.90832
S 2.57373 -0.09086 -3.23320
H 2.83234 -3.42842 -2.18810
H 3.60928 -2.85259 -4.60703
H 4.90302 -2.81039 -3.40585
H 4.17865 -0.57955 -4.95787
H 4.94109 -0.42364 -3.36462
C 4.32642 1.43365 3.31213
C 2.96219 1.24711 2.65040
C 1.89230 2.17126 3.24811
P 2.84168 1.35257 0.80776
C 2.88538 3.14380 0.31002
C 3.07087 3.27142 -1.20408
C 3.93247 3.99073 1.04191
C 4.26087 0.48087 0.01543
C 5.64399 1.11994 0.16015
C 4.26130 -0.97589 0.50085
H 4.19228 1.35773 4.39296
H 4.77203 2.40384 3.10545
H 5.02879 0.65453 3.02329
H 2.64256 0.21630 2.82573
H 2.23999 3.20108 3.30824
H 1.63926 1.84587 4.25812
H 0.97175 2.16593 2.65581
H 1.88552 3.50614 0.57174
H 4.05022 2.90918 -1.51824
H 2.99960 4.32311 -1.48354
H 2.30216 2.73196 -1.75579
H 4.94194 3.62169 0.87417
H 3.75605 4.04833 2.11277
H 3.88491 5.00900 0.65303
H 3.97385 0.49924 -1.03951
H 5.89500 1.33955 1.19446
H 5.73238 2.03746 -0.41760
H 6.39342 0.42053 -0.21536
H 4.59694 -1.04174 1.53692
H 4.94317 -1.57433 -0.10485
H 3.26722 -1.42462 0.44773

Cartesian forces (eV/Å) of the 3 atoms listed first:
-3.175 -0.186 -0.347
0.121 -0.100 0.042
0.001 0.916 0.168

Properties
- total charge = +2
- energy above the lowest of the compared OMol25 structures with the same formula, charge and spin (kJ/mol) = 1669.68
- molecular weight (u) = 756.0
- spin multiplicity = 3
- electronic energy (eV) = -93053.46333
- HOMO (spin up / spin down) (eV) = -13.41 / -13.81
- HOMO-LUMO gap (spin up / spin down) (eV) = 5.53 / 5.97

Charges in e, computed with natural (NBO), in the same order as the atoms:
1. W 0.887
2. C -0.668
3. C 0.151
4. N -0.141
5. N -0.251
6. C 0.332
7. N -0.669
8. S -0.108
9. C 0.389
10. C -0.279
11. C -0.052
12. C -0.360
13. C 0.213
14. N -0.581
15. H 0.257
16. H 0.260
17. H 0.246
18. H 0.437
19. H 0.438
20. H 0.266
21. H 0.259
22. H 0.312
23. H -0.237
24. O -0.653
25. Cl 2.305
26. O -0.772
27. O -0.298
28. O -0.792
29. S 0.067
30. C -0.015
31. N -0.520
32. C -0.234
33. C -0.532
34. S 0.407
35. H 0.442
36. H 0.232
37. H 0.241
38. H 0.266
39. H 0.235
40. C -0.615
41. C -0.529
42. C -0.612
43. P 1.054
44. C -0.506
45. C -0.615
46. C -0.614
47. C -0.532
48. C -0.617
49. C -0.616
50. H 0.236
51. H 0.222
52. H 0.218
53. H 0.242
54. H 0.229
55. H 0.234
56. H 0.199
57. H 0.232
58. H 0.206
59. H 0.237
60. H 0.225
61. H 0.218
62. H 0.213
63. H 0.237
64. H 0.236
65. H 0.225
66. H 0.221
67. H 0.231
68. H 0.223
69. H 0.227
70. H 0.211


In eV/Å, the max |F| values for the records above are, in order, 6.0, 1.9, 2.3, 10.4.